This record from the Open Molecules 2025 dataset describes a molecular structure, C43H50BGe2N4O2STi in a non-equilibrium geometry. The level of theory is ωB97M-V with the def2-TZVPD basis set.

Computed properties:
- Energy relative to the best compared isomer or geometry (same formula, charge and spin): 156.87 kJ/mol
- LUMO (alpha / beta): -0.33 / -0.36 eV
- Gap between HOMO and LUMO (alpha / beta): 6.202 / 6.148 eV
- Highest occupied orbital energy (alpha / beta): -0.2401 / -0.2390 hartree
- Maximum force: 0.0323 hartree/bohr

```
! RIJCOSX wB97M-V def2-TZVPD def2/J DEFGRID3
* xyz 0 2
Ti 1.46 0.48 0.49
C 2.51 2.55 1.02
C 2.27 1.85 2.23
C 3.08 0.69 2.23
C 3.78 0.66 1.01
C 3.42 1.81 0.26
H 2.05 3.48 0.74
H 1.65 2.19 3.04
H 3.15 -0.03 3.02
H 4.53 -0.06 0.73
H 3.82 2.08 -0.71
N 0.27 -1.90 0.47
C -0.82 -1.70 -0.39
C -1.76 -2.70 -0.55
C -2.85 -2.56 -1.42
C -3.03 -1.42 -2.14
C -2.07 -0.38 -2.03
C -2.18 0.81 -2.80
C -1.21 1.76 -2.72
C -0.13 1.55 -1.85
N -0.01 0.47 -1.11
C -0.96 -0.52 -1.18
H 0.19 -2.75 1.01
H 0.38 -1.21 1.23
H -1.66 -3.61 0.04
H -3.56 -3.38 -1.51
H -3.86 -1.29 -2.82
H -3.04 0.93 -3.44
H -1.25 2.67 -3.31
H 0.66 2.29 -1.76
C -2.50 -1.46 3.76
N -1.71 -0.57 4.60
C -2.20 0.45 5.40
C -1.14 1.08 5.94
N -0.02 0.44 5.45
C -0.36 -0.58 4.63
S 0.67 -1.61 3.80
H -3.55 -1.32 4.00
H -2.21 -2.49 3.96
H -2.31 -1.24 2.71
H -3.26 0.62 5.51
H -1.09 1.91 6.61
H 0.94 0.65 5.66
C 3.38 -2.79 -4.40
Ge 1.95 -2.53 -3.07
C 0.45 -1.74 -4.08
C 1.34 -4.32 -2.51
Ge 2.82 -1.27 -1.15
C 3.70 -2.71 -0.10
C 4.59 -3.61 -0.69
C 5.21 -4.61 0.05
C 4.96 -4.72 1.41
C 4.09 -3.84 2.02
C 3.47 -2.84 1.27
C 4.32 -0.37 -2.09
C 3.99 0.56 -3.09
C 4.96 1.28 -3.77
C 6.31 1.08 -3.47
C 6.66 0.17 -2.49
C 5.68 -0.55 -1.81
H 2.98 -3.32 -5.27
H 4.21 -3.38 -3.99
H 3.78 -1.83 -4.73
H 0.34 -2.28 -5.02
H 0.62 -0.69 -4.31
H -0.49 -1.83 -3.53
H 0.54 -4.24 -1.76
H 2.16 -4.88 -2.06
H 0.95 -4.88 -3.36
H 4.80 -3.54 -1.75
H 5.89 -5.29 -0.44
H 5.45 -5.50 1.99
H 3.88 -3.91 3.08
H 2.80 -2.15 1.78
H 2.95 0.72 -3.34
H 4.67 1.98 -4.54
H 7.07 1.64 -4.00
H 7.70 0.01 -2.25
H 5.98 -1.26 -1.05
C -6.50 4.24 -0.41
C -6.13 3.34 0.78
C -6.84 1.99 0.59
C -6.65 3.98 2.08
C -4.61 3.17 0.89
C -3.78 4.29 0.75
C -2.40 4.22 0.87
C -1.85 2.99 1.13
O -0.54 2.62 1.28
B -0.53 1.20 1.46
O -1.87 0.78 1.52
C -2.66 1.88 1.28
C -4.03 1.93 1.17
H -7.58 4.24 -0.55
H -6.02 3.89 -1.32
H -6.19 5.27 -0.24
H -7.91 2.16 0.45
H -6.72 1.34 1.46
H -6.46 1.46 -0.28
H -7.73 4.12 2.03
H -6.19 4.96 2.24
H -6.42 3.35 2.94
H -4.23 5.26 0.54
H -1.78 5.10 0.75
H -4.61 1.03 1.28
*
```